# 1
Entry from OMol25: a cluster of 3 separate species, C3H2O3S in total (ωB97M-V/def2-TZVPD).

Cartesian coordinates (Å):
C: 0.8190 1.4862 0.0794
C: 3.3502 -0.9061 0.1070
C: -0.1586 -0.4569 -0.0946
O: 3.1832 0.2175 0.0946
O: 0.6524 -1.3339 -0.0182
O: 3.6586 -2.0003 0.2144
S: 1.7548 2.6149 -0.3965
H: -0.6842 0.0375 0.5955
H: -0.4063 -0.0729 -1.0724

Results
ΔE to the lowest compared entry with this formula, charge and spin	3.7595	eV
LUMO energy	-0.6	eV


# 2
Entry from OMol25: the molecule C3H2O3S2 (ωB97M-V/def2-TZVPD).

Cartesian coordinates (Å):
C: -1.1907 -0.7635 -0.0316
C: -0.2448 0.5793 0.0747
C: 1.2104 0.3440 0.0742
H: -2.5220 0.1830 -1.1113
H: 2.7427 -0.1587 1.2341
O: -2.3495 -0.6850 -0.7944
O: -0.7672 -1.7641 0.5715
O: 1.7812 0.4371 1.3906
S: -0.8915 1.9935 -0.2124
S: 2.2313 -0.1656 -1.1954

Results
ΔE to the lowest compared entry with this formula, charge and spin	1.7050	eV
LUMO energy	-1.9	eV


# 3
Entry from OMol25: a structure of composition C3H2O3Sm (ωB97M-V/def2-TZVPD).

Cartesian coordinates (Å):
O: 2.1991 2.2098 0.4112
C: 1.0571 2.0407 0.4863
C: -0.0206 1.1496 0.3902
O: -0.1471 0.2059 1.3702
C: -0.3947 -1.0024 0.8386
O: -0.6183 -1.8396 1.7564
H: -0.9023 -2.7026 1.4114
Sm: -0.4260 -0.5708 -1.6710
H: -0.4549 2.3894 0.3081

Results
expectation value of S²	12.01
ΔE to the lowest compared entry with this formula, charge and spin	4.4362	eV
LUMO energy (alpha / beta)	-9.2 / -9.1	eV
net charge	+2
spin multiplicity	7


# 4
Entry from OMol25: a structure of composition C3H2O3Tl (ωB97M-V/def2-TZVPD).

Cartesian coordinates (Å):
H: -0.5011 -0.1543 1.7090
O: 0.1421 1.8577 0.7567
C: 0.3665 0.6364 1.1274
C: -0.1203 -0.4562 0.1804
C: 0.5129 -1.8168 0.3325
O: -0.6968 -0.1879 -0.9003
O: 1.0099 -2.5770 1.0740
Tl: -0.5842 2.0242 -1.3058
H: 1.3696 0.3769 1.5479

Results
expectation value of S²	0.76
ΔE to the lowest compared entry with this formula, charge and spin	0.7069	eV
LUMO energy (alpha / beta)	-0.6 / -0.7	eV
spin multiplicity	2


# 5
Entry from OMol25: the molecule C3H2O4S (ωB97M-V/def2-TZVPD).

Cartesian coordinates (Å):
C: -1.4998 0.1764 0.0035
C: -0.0196 0.6162 0.0415
C: 1.0327 -0.4780 0.0005
H: -0.9843 -1.6430 -0.0944
H: 2.2606 0.9422 -0.0547
O: -1.7966 -1.1016 -0.0290
O: -2.3579 1.0038 0.0281
O: 2.2756 -0.0357 -0.0421
O: 0.7264 -1.6600 0.1137
S: 0.3629 2.1796 0.0329

Results
ΔE to the lowest compared entry with this formula, charge and spin	0.0868	eV
LUMO energy	-2.6	eV


# 6
Entry from OMol25: the molecule C3H2O5 (ωB97M-V/def2-TZVPD).

Cartesian coordinates (Å):
C: 0.1245 0.4694 -0.1393
C: -2.4391 0.2477 -0.0224
C: -1.1409 -0.4710 0.0147
O: 1.1444 -0.0785 -0.4678
O: -3.2883 0.7534 -0.6491
O: -1.9932 0.0287 1.1735
O: 0.0878 1.8460 0.0356
O: -1.0138 -1.7839 -0.1057
H: 0.9789 2.1631 -0.1858
H: -0.3385 -2.1491 0.4930

Results
ΔE to the lowest compared entry with this formula, charge and spin	1.5248	eV
LUMO energy	0.3	eV


# 7
Entry from OMol25: a cluster of 2 separate species, C3H2OS in total (ωB97M-V/def2-TZVPD).

Cartesian coordinates (Å):
C: -0.3225 -0.9433 -0.1144
C: 0.3686 -0.3794 -1.0753
C: -0.8692 0.2716 -0.7256
O: 0.4288 1.0463 1.7174
S: -0.4070 2.0374 1.0667
H: -0.4999 -1.7955 0.7117
H: 1.3011 -0.2372 -1.5804

Results
ΔE to the lowest compared entry with this formula, charge and spin	4.9092	eV
LUMO energy (alpha / beta)	-1.2 / -1.0	eV


# 8
Entry from OMol25: the molecule C3H2S2 (ωB97M-V/def2-TZVPD).

Cartesian coordinates (Å):
C: -0.0018 -0.0296 0.0400
C: -1.3073 -0.3440 0.6651
C: -2.5269 -0.0213 1.0928
H: 1.5288 1.3337 -1.6604
H: -3.7427 0.1337 1.2553
S: 0.2197 0.4413 -1.6682
S: 1.3571 -0.3849 1.0193

Results
ΔE to the lowest compared entry with this formula, charge and spin	2.6678	eV
LUMO energy	-1.4	eV


# 9
Entry from OMol25: a cluster of 12 separate species, C3H31N2O11 in total (ωB97M-V/def2-TZVPD).

Cartesian coordinates (Å):
C: -3.0670 1.4988 -1.0365
C: -2.8930 -0.0493 -0.8787
N: -1.5976 -0.5952 -0.5511
C: -0.9291 -0.2102 0.5832
N: 0.1465 -0.8789 1.0348
H: -3.8865 1.8360 -0.4886
H: -2.2110 1.9816 -0.6970
H: -3.1952 1.7251 -2.1304
H: -3.6108 -0.4425 -0.1826
H: -3.1773 -0.7836 -1.7584
H: -1.1795 -1.4610 -0.8287
H: -1.3514 0.7452 0.9995
H: 0.4031 -1.7840 0.6020
H: 0.8335 -0.4528 1.7670
H: 1.6624 2.7151 0.1988
H: 1.1293 4.0982 0.1070
O: 0.8203 3.2562 0.3706
H: 2.7215 0.7687 -0.4621
H: 4.0528 0.8083 0.2267
O: 3.1783 1.3037 0.1194
H: -3.5733 -1.0175 3.0292
H: -2.3581 -0.3074 3.4960
O: -2.8220 -0.5568 2.7362
H: -1.1211 -2.4490 1.8562
H: -0.6411 -3.9312 2.2336
O: -0.5990 -3.1642 1.5707
H: -0.7516 -0.4547 -2.8908
H: -1.2727 -1.0397 -4.2381
O: -1.3765 -0.9972 -3.3137
H: 0.0459 2.7604 1.9948
H: -1.0826 2.5936 2.9277
O: -0.6018 2.1562 2.2587
H: 3.1782 -2.2588 0.7501
H: 3.6638 -2.1209 -0.5739
O: 3.7219 -1.6802 0.2229
H: 1.3196 1.3687 -2.4438
H: 2.4583 0.8424 -3.2229
O: 2.0367 0.7628 -2.3032
H: 2.7333 -0.6287 2.8813
H: 1.7412 -0.0717 3.6768
O: 1.7788 -0.5534 3.0075
H: 1.1766 -3.2549 -2.2307
H: 0.2335 -2.4698 -2.9845
O: 0.8049 -2.3540 -2.1959
H: -0.8297 1.3712 -1.5513
H: -0.0142 2.6722 -1.0705
O: -0.1423 2.0175 -1.7715

Results
ΔE to the lowest compared entry with this formula, charge and spin	1.7056	eV
LUMO energy	-2.4	eV
net charge	+1


# 10
Entry from OMol25: a structure of composition C3H31O13Y (ωB97M-V/def2-TZVPD).

Cartesian coordinates (Å):
Y: 3.6602 0.2272 1.7383
C: -0.3001 -0.2153 -0.4344
C: 0.9478 -0.9034 0.0615
C: 1.2195 -2.2659 -0.6009
O: 2.0578 -0.0301 0.0274
H: -0.5631 0.5860 0.2669
H: -1.2039 -0.8086 -0.5017
H: -0.1387 0.3037 -1.3819
H: 0.7381 -1.1354 1.1203
H: 2.2420 -2.5757 -0.3817
H: 1.0452 -2.2586 -1.6786
H: 0.4844 -2.9830 -0.2334
O: 2.5711 2.4490 1.5899
H: 2.8951 3.2525 1.1430
H: 1.6747 2.6764 1.8771
O: 4.8179 -1.0582 0.0826
H: 5.7566 -1.2253 -0.1197
H: 4.3190 -1.6720 -0.4900
O: 1.7086 -1.5928 -4.8814
H: 1.7686 -1.9453 -5.7783
H: 1.1164 -2.1994 -4.4213
O: 2.3958 0.2841 -3.0425
H: 2.3452 -0.5538 -3.5608
H: 2.0500 0.0671 -2.1685
O: -2.3344 2.8811 1.2467
H: -2.7280 2.6466 0.3727
H: -2.3934 3.8420 1.2985
O: -3.1223 -1.9417 1.3714
H: -2.2855 -2.2695 1.7263
H: -2.9220 -1.6384 0.4809
O: 1.6444 0.3281 3.0743
H: 1.3434 -0.0591 3.9136
H: 0.9432 0.9535 2.8271
O: -3.4624 1.9345 -1.0633
H: -2.8129 2.2736 -1.6909
H: -3.5803 0.9998 -1.3079
O: -4.1614 -0.8604 -1.5621
H: -5.0972 -0.8881 -1.3188
H: -4.1166 -1.3044 -2.4177
O: -2.3735 0.8746 3.2221
H: -3.2940 0.5819 3.1967
H: -2.3123 1.5475 2.5147
O: 1.0416 2.7861 -1.5460
H: 0.4467 2.6413 -2.2899
H: 0.9502 1.9944 -1.0025
O: -1.1248 -1.6228 3.5643
H: -1.4773 -0.8370 3.0947
H: -0.3794 -1.2870 4.0630

Results
ΔE to the lowest compared entry with this formula, charge and spin	1.8578	eV
LUMO energy	-9.3	eV
net charge	+2


# 11
Entry from OMol25: a structure of composition C3H33NO14S (ωB97M-V/def2-TZVPD).

Cartesian coordinates (Å):
C: -0.1234 -1.6589 -0.7640
C: -1.2774 -2.5939 -1.1169
S: -2.8223 -2.3128 -0.2448
N: -0.1493 -0.3296 -1.4148
C: 1.0782 0.4558 -1.2247
O: 1.3120 0.9108 0.0721
H: -0.1499 -1.5150 0.3257
H: 0.8297 -2.0788 -1.1427
H: -0.9159 -3.6251 -0.9782
H: -1.3306 -2.4963 -2.2307
H: -1.0289 0.1413 -1.3067
H: 0.7615 1.4256 -1.6387
H: 1.9996 -0.0097 -1.5678
H: 3.0148 -1.7363 -2.0574
H: 1.9286 -1.6980 -3.0828
O: 2.8193 -2.0477 -2.9463
H: -3.0184 -1.1412 1.6330
H: -2.1381 0.1093 1.8448
O: -2.5847 -0.5967 2.3340
H: 1.0397 2.9684 0.4880
H: -0.0818 3.2502 1.5228
O: 0.3537 3.6128 0.7160
H: 2.8130 2.9033 -1.4943
H: 2.4733 2.0592 -0.3398
O: 3.2152 2.6623 -0.6517
H: -0.6900 4.4370 -1.1180
H: -1.4161 3.2271 -1.2400
O: -1.3148 4.0464 -1.7467
H: -2.5885 -0.3133 -2.9023
H: -3.3228 -0.1909 -1.5873
O: -3.2789 0.2045 -2.4748
H: -0.2652 2.6528 -3.1418
H: -1.0359 1.2557 -3.5096
O: -0.3558 1.8969 -3.7129
H: -1.6737 -2.1480 2.2650
H: -2.1724 -3.0426 1.1240
O: -1.6406 -3.0612 1.9385
H: -0.1366 -3.5120 1.9400
H: 0.9639 -3.2275 0.9788
O: 0.8706 -3.3767 1.8944
H: -0.5291 1.3937 0.7752
H: -0.5112 1.4623 2.2968
O: -1.0466 1.7146 1.5338
H: 3.5442 0.7224 1.0369
H: 3.2396 -0.2503 2.3025
O: 3.8342 0.4160 1.8971
H: 1.3735 -0.3411 1.3346
H: 1.2232 -1.6715 2.0860
O: 1.5638 -0.7636 2.2099
H: 1.5673 1.0098 3.2358
H: 2.3484 2.1833 3.1332
O: 1.6664 1.8339 3.7305

Results
LUMO energy	5.0	eV
net charge	-2


# 12
Entry from OMol25: a cluster of 14 separate species, C3H34NO13 in total (ωB97M-V/def2-TZVPD).

Cartesian coordinates (Å):
C: -0.1473 -1.0108 -2.7286
C: -0.2697 0.0662 -1.6647
C: -0.7724 -0.4269 -0.5372
N: -1.2045 0.3800 0.5829
H: -1.1513 -1.1569 -3.1891
H: 0.6385 -0.8382 -3.4819
H: 0.0032 -2.0414 -2.3998
H: 0.0335 1.0756 -1.8029
H: -1.0046 -1.4680 -0.4560
H: -0.5660 1.1010 0.9064
H: -2.1602 0.7281 0.5148
H: -1.2898 -0.3389 1.3651
H: 1.3899 1.3047 1.9726
H: 1.5354 2.6284 1.1517
O: 2.0130 2.0631 1.7605
H: 0.5654 -0.5891 2.8259
H: 0.1349 0.4827 3.8472
O: 0.2825 0.3550 2.9116
H: 0.2668 -3.3961 -0.3096
H: -0.7774 -4.4858 -0.7782
O: -0.5929 -3.5521 -0.6823
H: -4.4477 1.7316 -1.0981
H: -3.4196 0.9210 -1.9405
O: -3.5137 1.5620 -1.2422
H: 4.0811 0.0828 2.1805
H: 3.2392 0.7637 1.0974
O: 3.7986 -0.0198 1.2609
H: 1.7902 -2.4001 3.4880
H: 1.6260 -2.2872 1.9837
O: 1.1425 -2.1352 2.8241
H: -1.1788 3.9497 1.4245
H: 0.0260 3.2658 1.0610
O: -0.7885 3.1030 1.5407
H: -3.8749 -1.5592 -3.2773
H: -3.2677 -1.6899 -1.9040
O: -3.6265 -1.0274 -2.5176
H: 2.2471 3.3328 -1.3141
H: 0.6429 2.9227 -1.0041
O: 1.5112 3.2112 -0.7144
H: -1.5424 3.8780 -1.9353
H: -2.2791 2.6589 -1.2032
O: -1.4021 3.1546 -1.3307
H: 2.0319 -1.4352 0.0981
H: 3.2844 -1.9964 0.6710
O: 2.3789 -2.2709 0.4264
H: -1.7698 -2.8676 1.0128
H: -0.8957 -2.7795 2.2301
O: -1.7467 -2.4017 1.8677
H: 3.0987 0.3791 -0.6415
H: 3.3152 -0.7859 -1.5490
O: 2.6124 -0.1416 -1.3034

Results
ΔE to the lowest compared entry with this formula, charge and spin	0.3806	eV
LUMO energy	-2.4	eV
net charge	+1


# 13
Entry from OMol25: a cluster of 14 separate species, C3H35N2O13S in total (ωB97M-V/def2-TZVPD).

Cartesian coordinates (Å):
C: -0.4130 0.3066 -0.3315
C: 0.7221 1.0679 0.3584
S: 0.0681 2.5122 1.2507
N: -1.5134 -0.1992 0.6846
C: -2.7652 0.6510 0.6102
N: -3.8262 -0.2780 0.1643
H: -0.0266 -0.6713 -0.6528
H: -0.6480 0.8551 -1.2230
H: 1.1910 0.2881 0.9913
H: 1.3376 1.2894 -0.5121
H: -1.1042 -0.0952 1.6203
H: -2.9377 0.9783 1.6709
H: -2.6270 1.4269 -0.0818
H: -3.8191 -1.1630 0.4410
H: -3.9064 -0.2678 -0.8337
H: 2.5268 0.7814 -3.1810
H: 2.0447 2.1036 -3.2382
O: 2.8635 1.6730 -3.2608
H: -1.8958 -1.2365 2.6530
H: -1.5414 -0.8298 3.8748
O: -1.7727 -1.6774 3.4557
H: 1.6025 -1.0169 2.4021
H: 0.2357 -1.6079 2.6492
O: 1.0476 -1.8682 2.3160
H: -2.4853 -2.7259 -0.1169
H: -1.7751 -2.7207 1.0369
O: -2.5791 -3.2020 0.8443
H: 0.3659 -0.0474 -3.6803
H: 1.3385 -1.2487 -3.2161
O: 0.2998 -0.9858 -3.5471
H: 1.6916 -2.8749 -2.5372
H: 2.3813 -2.0558 -1.5763
O: 2.2700 -2.1020 -2.5647
H: -1.8298 -1.5087 -0.9141
H: -1.3874 -1.7076 -2.3475
O: -1.6587 -2.2163 -1.5639
H: 1.4947 -2.6579 0.5986
H: 0.1261 -2.4833 -0.5218
O: 1.0858 -2.7287 -0.3035
H: 3.5776 1.7246 -0.6281
H: 3.5473 0.8592 0.7261
O: 4.0582 1.2510 -0.0008
H: 1.9720 0.2751 3.5759
H: 2.2813 1.6422 3.0196
O: 2.4616 0.6111 2.8987
H: -0.2471 2.1992 -2.8721
H: -0.0884 1.9781 -4.3440
O: 0.3207 1.8097 -3.4770
H: -1.0622 1.0362 4.3473
H: -0.2121 1.1653 3.0487
O: -0.5145 0.5987 3.8687
H: -1.0788 2.9048 -0.9529
H: -0.7551 3.6567 -2.1738
O: -1.2901 2.9304 -2.0192

Results
ΔE to the lowest compared entry with this formula, charge and spin	3.7199	eV
LUMO energy	2.4	eV
net charge	-1


# 14
Entry from OMol25: a cluster of 14 separate species, C3H35O14 in total (ωB97M-V/def2-TZVPD).

Cartesian coordinates (Å):
O: -3.0616 -1.8847 0.0914
H: -3.4275 -2.7079 0.4455
H: -2.1418 -1.6350 0.5016
H: -3.1622 -1.8858 -0.9155
O: 0.9176 -3.2493 0.3830
H: 0.4998 -4.1007 0.5767
H: 1.4401 -3.3350 -0.4786
H: 0.2581 -2.4588 0.4266
C: 0.1461 -0.1986 -1.3430
C: -0.1294 0.0148 0.1491
C: -0.9276 1.2756 0.4354
O: -0.6929 -1.1227 0.7282
H: -0.6922 -0.7195 -1.8156
H: 1.0122 -0.8605 -1.4529
H: 0.4113 0.7109 -1.8821
H: 0.8378 0.2791 0.6003
H: -0.8201 1.5737 1.4789
H: -1.9771 1.2649 0.1312
H: -0.4634 2.1134 -0.0975
O: 2.4940 -1.3115 1.7832
H: 3.2661 -0.7517 1.8908
H: 1.7431 -0.7129 1.8963
O: 2.3014 -3.3610 -1.7936
H: 2.9932 -2.7050 -1.9313
H: 1.9619 -3.5648 -2.6728
O: 2.6786 1.7120 1.6501
H: 3.4940 1.3212 1.3220
H: 2.6249 2.5620 1.1932
O: 2.6777 0.9893 -4.6223
H: 2.4477 0.5201 -3.8150
H: 3.0861 0.3296 -5.1921
O: 0.7482 2.8909 3.4812
H: 0.5145 3.6754 2.9752
H: 1.2997 2.3603 2.8906
O: 0.9654 4.4447 -1.5948
H: 1.4965 5.0280 -2.1460
H: 0.7087 3.7241 -2.1777
O: -3.1698 -1.9692 -2.4763
H: -2.5744 -1.7046 -3.1861
H: -3.8484 -2.5088 -2.9005
O: -3.0058 1.2515 3.3689
H: -3.7584 1.4040 2.7801
H: -2.2310 1.4416 2.8323
O: -0.0496 -0.9169 3.4034
H: -0.7709 -0.6891 3.9992
H: -0.4665 -1.0621 2.5353
O: 3.2970 0.7625 -1.6068
H: 3.0951 0.4104 -0.7307
H: 3.5535 -0.0061 -2.1239
O: -4.9266 0.9480 1.2251
H: -4.9134 1.0716 0.2712
H: -5.7596 1.3423 1.5091

Results
ΔE to the lowest compared entry with this formula, charge and spin	0.7164	eV
LUMO energy	-3.5	eV
net charge	+1